[1]
This record from OMol25 describes the ion C7H18N4 with charge +2 at a distorted geometry. The level of theory is ωB97M-V with the def2-TZVPD basis set.

## Properties
- energy above the lowest of the compared OMol25 structures with the same formula, charge and spin (eV) = 3.031
- SMILES = CC(C)(C)[N@H+](N)/C(N)=C\C=[NH2+]
- total charge = +2
- LUMO energy (eV) = -8.6
- HOMO-LUMO gap (eV) = 8.752
- molar mass (g/mol) = 158.25

Element x y z (Å)
C  0.882945  -0.862571  1.763153
C  1.324140  0.022355  0.755871
C  0.061405  -1.967149  1.547606
C  -0.699623  0.912106  -2.355129
C  -1.971216  0.192388  -0.472688
C  -0.511470  2.187692  -0.165333
C  -0.654128  0.865092  -0.872238
N  2.175123  1.032479  0.980251
N  -0.086255  -2.759151  2.564283
N  0.625411  -1.314632  -0.984143
N  0.684642  -0.008623  -0.604790
H  1.258408  -0.703542  2.737390
H  -0.160679  -2.420690  0.610753
H  0.279367  1.041529  -2.896955
H  -1.352919  0.175429  -2.801258
H  -1.178694  1.817140  -2.711313
H  -2.180242  0.032050  0.564064
H  -2.008670  -0.884101  -0.895658
H  -2.827857  0.626231  -0.801730
H  -0.717325  2.170460  0.903787
H  0.362706  2.808226  -0.291912
H  -1.221627  2.917015  -0.470189
H  2.501520  1.595885  1.785232
H  2.773748  1.328706  0.134047
H  -0.552060  -3.590501  2.536768
H  0.106665  -2.477482  3.464924
H  1.432470  -1.919824  -0.884431
H  0.300275  -1.316435  -1.946033
H  1.353938  0.499920  -1.194330

Atoms 1-3, force components in eV/Å:
C 0.2 2.2 -3.0
C -1.6 0.1 2.9
C 1.2 -1.4 1.3

=====

[2]
This record from OMol25 describes the molecule C7H18NOP at a distorted geometry. The level of theory is ωB97M-V with the def2-TZVPD basis set.

## Properties
- energy above the lowest of the compared OMol25 structures with the same formula, charge and spin (eV) = 1.962
- SMILES = CC(C)C(C(C)C)P(N)O
- LUMO energy (eV) = 1.0
- HOMO-LUMO gap (eV) = 8.696
- molar mass (g/mol) = 163.20

Element x y z (Å)
C  0.306339  -1.766090  -1.415918
C  0.866261  -2.325070  0.989467
C  0.040548  1.472130  -1.578953
C  0.986979  2.233097  0.618157
C  0.801810  -1.201933  -0.056737
C  -0.147135  1.340949  -0.034496
C  -0.161892  -0.084237  0.518365
N  -2.972292  0.197765  1.621561
O  -2.792670  0.101813  -0.930411
P  -2.235221  -0.754548  0.411350
H  -0.680560  -2.065881  -1.455958
H  0.873442  -2.680000  -1.501538
H  0.479536  -1.105662  -2.205652
H  -0.067293  -2.209982  1.467351
H  0.908938  -3.219714  0.556197
H  1.672960  -2.175448  1.662571
H  1.165133  1.205563  -1.795478
H  -0.220476  2.404065  -1.755343
H  -0.575826  0.714456  -2.147094
H  1.944759  1.647727  0.502460
H  0.625766  2.315261  1.578630
H  0.975606  3.173274  0.040705
H  1.791241  -0.791649  -0.253211
H  -1.190932  1.592963  0.080796
H  -0.073843  0.070410  1.533771
H  -2.539980  -0.023547  2.521050
H  -4.003489  -0.085529  1.842221
H  -2.221881  -0.177669  -1.655000

Atoms 1-3, force components in eV/Å:
C 2.1 -0.3 1.9
C -0.3 4.0 0.2
C 2.6 -6.3 1.4

=====

Ordered E results: -13492.182; -20375.753; unit eV.